64
Properties=species:S:1:pos:R:3 method="wB97M-V/def2-TZVPD" multiplicity=5 homo_ha="-0.284 / -0.286" e_tot_ev=-110909.186 relative_energy_kcal_mol=0.00
C 1.32 2.86 4.38
H 3.01 -0.10 -4.17
H -6.90 -2.81 2.24
S 2.16 -2.52 -2.01
N 1.56 -1.88 0.41
H -3.38 3.73 1.65
C -1.04 -3.84 -0.86
N -1.73 3.25 2.36
H 5.23 0.95 -4.54
H 0.12 5.57 3.42
H -3.67 -0.16 1.25
Fe 0.48 0.50 0.83
S 0.86 0.58 -2.41
H -5.33 -4.71 2.25
H -2.93 -4.34 1.75
H 0.76 2.71 5.31
C -1.05 -4.31 -2.17
O -2.77 4.18 2.25
N 1.08 -0.16 -1.00
O 0.65 -0.39 -3.46
H -2.14 -0.67 -1.39
S -1.46 -1.97 1.08
H 2.09 2.10 4.30
O -0.12 1.60 -2.16
H -1.44 -3.82 -4.22
C -1.85 -2.16 -2.93
N 0.63 1.95 2.24
C -5.40 -1.36 1.74
H 4.21 4.03 -1.74
H -0.72 -5.31 -2.38
C 2.48 -3.66 -0.74
H 2.91 -4.62 -0.95
C -1.47 -2.55 -0.61
H -2.12 -1.49 -3.74
C 1.56 -1.41 -0.82
C -3.63 -3.51 1.74
H -1.63 5.54 3.65
O 1.65 1.05 2.28
H 6.42 3.78 -2.65
C 3.29 0.79 -3.63
C 0.41 2.76 3.19
H 1.79 3.85 4.44
H -0.69 -4.47 -0.05
C -5.85 -2.64 2.02
C -0.76 3.66 3.07
C -4.97 -3.72 2.02
C 4.53 1.39 -3.83
H -6.08 -0.53 1.75
C 2.39 1.36 -2.74
H -0.55 4.82 4.86
C -3.20 -2.23 1.45
O -1.35 -0.46 1.02
C -4.05 -1.15 1.45
H 6.82 2.57 -3.75
C 2.72 2.53 -2.06
H 2.17 -3.65 1.39
N 6.10 3.17 -3.39
C 3.96 3.12 -2.26
C -1.46 -3.46 -3.19
C -1.86 -1.69 -1.62
C 4.87 2.55 -3.15
C -0.71 4.98 3.79
C 2.09 -3.14 0.44
H 2.01 2.97 -1.37